70
Properties=species:S:1:pos:R:3:forces:R:3 method="wB97M-V/def2-TZVPD" lumo_energy_ha=-0.032 charge=0 e_homo_ev=-7.75 fmax_ha_per_bohr=0.0073 total_energy_ha=-5379.24096 orbital_gap_ha=0.253 mol_weight_g_mol=914.17
Rh 0.0770 -0.5271 2.3948 -0.1 0.3 0.2
O -3.3214 -1.8397 0.6743 0.0 0.0 0.0
C -2.5382 -1.1855 1.3209 0.0 0.1 0.0
O -1.2405 -1.3852 1.2368 0.1 -0.2 0.1
C -3.0451 -0.1624 2.3340 0.0 -0.1 0.1
C -2.6225 -0.5960 3.7494 0.0 0.0 -0.1
C -3.4647 0.0998 4.8105 0.0 0.0 0.0
C -2.9202 1.5490 4.7367 0.0 0.0 0.0
C -1.8487 1.4340 3.6580 0.0 0.0 0.0
O -1.3352 0.0818 3.8912 -0.1 -0.1 0.1
C -2.4613 1.2849 2.2639 0.0 0.1 0.0
C -1.4159 1.5493 1.1692 0.0 0.1 0.1
O -1.7355 2.1309 0.1560 0.0 0.1 0.0
O -0.1849 1.2142 1.4589 -0.2 -0.1 -0.1
H -4.1273 -0.1593 2.2343 0.0 0.0 0.0
H -2.4710 -1.6651 3.8798 0.0 0.0 0.0
H -3.2950 -0.3404 5.7916 0.0 0.0 0.0
H -4.5259 0.0252 4.5811 0.0 0.0 0.0
H -2.4800 1.8564 5.6836 0.0 0.0 0.0
H -3.6791 2.2792 4.4614 0.0 0.0 0.0
H -1.0236 2.1367 3.7214 0.0 0.0 0.0
H -3.2571 2.0076 2.0968 0.0 0.0 0.0
Br 1.8662 -0.0662 4.3643 0.1 -0.1 0.0
C 1.4619 -1.9267 4.3728 0.0 0.0 0.0
C 2.0545 -2.8548 5.1928 0.0 0.0 0.0
C 1.6655 -4.1768 5.0032 0.0 0.0 0.0
C 0.7351 -4.4974 4.0285 0.0 0.0 0.0
C 0.1955 -3.4884 3.2479 0.0 0.0 0.1
N 0.5612 -2.2197 3.4445 -0.1 0.0 0.0
H 2.7876 -2.5652 5.9302 0.0 0.0 0.0
H 2.1037 -4.9536 5.6153 0.0 0.0 0.0
H 0.4376 -5.5207 3.8539 0.0 0.0 0.0
H -0.5087 -3.6570 2.4452 0.0 0.0 0.0
O 1.2037 -3.4445 0.6201 0.0 -0.1 0.0
S 1.8588 -2.1617 0.3714 0.0 0.1 0.0
N 1.4606 -0.9209 1.0917 0.3 -0.1 -0.2
F -1.7449 5.4967 -5.2037 0.0 0.0 0.0
C -1.3768 4.3682 -4.5557 0.0 0.0 0.0
C -1.4572 3.1630 -5.2188 0.0 0.0 0.0
C -1.0711 2.0109 -4.5435 0.0 0.0 0.0
C -0.6080 2.0618 -3.2317 0.0 0.0 0.0
C -0.5684 3.2999 -2.5921 0.0 0.0 0.0
C -0.9423 4.4627 -3.2492 0.0 0.0 0.0
Sb -0.0723 0.2991 -2.1222 0.0 0.0 0.0
C 1.9407 0.9472 -1.7029 0.0 0.0 0.1
C 3.0714 0.3966 -2.2973 0.0 0.0 0.0
C 4.3507 0.7993 -1.9278 0.0 0.0 0.0
C 4.4777 1.7656 -0.9542 0.0 0.0 0.0
F 5.7171 2.1659 -0.5862 0.0 0.0 0.0
C 3.3840 2.3306 -0.3299 0.0 0.0 0.0
C 2.1185 1.9044 -0.7033 0.0 0.0 0.0
C 0.4347 -0.9066 -3.8271 0.0 0.0 0.0
C 1.1363 -0.4432 -4.9417 0.0 0.0 0.0
C 1.4555 -1.2869 -5.9948 0.0 0.0 0.0
C 1.0640 -2.6102 -5.9167 0.0 0.0 0.0
F 1.3728 -3.4376 -6.9380 0.0 0.0 0.0
C 0.3717 -3.1142 -4.8373 0.0 0.0 0.0
C 0.0598 -2.2483 -3.7948 0.0 0.0 0.0
H -1.8153 3.1321 -6.2391 0.0 0.0 0.0
H -1.1373 1.0628 -5.0633 0.0 0.0 0.0
H -0.2571 3.3686 -1.5576 0.0 0.0 0.0
H -0.9102 5.4281 -2.7621 0.0 0.0 0.0
H 2.9728 -0.3685 -3.0571 0.0 0.0 0.0
H 5.2347 0.3753 -2.3853 0.0 0.0 0.0
H 3.5313 3.0771 0.4395 0.0 0.0 0.0
H 1.2607 2.3016 -0.1743 0.0 0.0 0.0
H 1.4426 0.5957 -4.9932 0.0 0.0 0.0
H 1.9978 -0.9379 -6.8634 0.0 0.0 0.0
H 0.0857 -4.1571 -4.8191 0.0 0.0 0.0
H -0.4866 -2.6376 -2.9422 0.0 0.0 0.0

***

74
Properties=species:S:1:pos:R:3:forces:R:3 method="wB97M-V/def2-TZVPD" lumo_energy_ha=-0.282 charge=+2 e_homo_ev=-13.35 fmax_ha_per_bohr=0.0162 total_energy_ha=-6236.38733 orbital_gap_ha=0.209 mol_weight_g_mol=1164.33
Pd -1.0557 0.3877 0.7465 0.0 0.0 -0.8
Cl -4.6094 1.3342 0.5431 -0.1 0.2 0.1
C -3.6988 1.5217 1.9891 0.0 0.0 -0.1
C -2.3680 1.1209 2.1657 0.3 -0.1 0.2
C -1.7976 1.1785 3.4400 -0.1 0.0 0.0
Cl -0.2800 0.4699 3.7859 0.1 0.0 0.0
C -2.4971 1.7462 4.5103 0.0 0.0 0.0
Cl -1.7760 1.8381 6.0550 0.0 0.0 0.0
C -3.7893 2.2224 4.3202 0.0 0.0 0.0
Cl -4.6402 2.9319 5.6147 0.0 0.0 0.0
C -4.3942 2.0839 3.0727 0.0 0.0 0.0
Cl -6.0101 2.6096 2.8770 0.0 0.0 0.0
N 2.3882 0.7932 -0.1051 0.0 -0.1 0.1
C 1.6755 1.8977 -0.1479 -0.1 0.0 -0.1
S 0.4377 2.2181 1.0477 0.0 -0.1 0.1
N 1.9229 2.8483 -1.0332 0.0 0.0 0.0
C 2.9417 2.7941 -2.0457 0.0 0.0 0.0
C 4.2798 2.6990 -1.6889 0.0 0.0 0.0
C 5.2401 2.6546 -2.6892 0.0 0.0 0.0
C 4.8625 2.7238 -4.0231 0.0 0.0 0.0
C 3.5218 2.8360 -4.3656 0.0 0.0 0.0
C 2.5515 2.8657 -3.3751 0.0 0.0 0.0
H 2.0588 0.0353 0.4871 0.0 0.1 0.0
H 3.0313 0.5867 -0.8580 0.0 0.0 0.0
H 1.2880 3.6325 -1.0361 0.0 0.0 0.0
H 4.5667 2.6858 -0.6448 0.0 0.0 0.0
H 6.2862 2.5881 -2.4236 0.0 0.0 0.0
H 5.6167 2.7038 -4.7978 0.0 0.0 0.0
H 3.2314 2.9081 -5.4049 0.0 0.0 0.0
H 1.5013 2.9590 -3.6248 0.0 0.0 0.0
I -4.1257 2.1908 -4.2049 0.0 0.0 0.1
C -3.1329 2.2246 -2.4028 0.0 0.0 0.0
C -2.8783 3.3156 -1.5944 0.0 0.0 -0.1
N -2.2124 2.8684 -0.5222 0.0 -0.1 -0.1
N -2.0182 1.5426 -0.5985 -0.2 0.2 0.0
C -2.5831 1.1346 -1.7308 0.2 0.1 -0.1
H -3.1068 4.3608 -1.7211 0.0 0.0 0.0
H -1.8219 3.3940 0.2439 0.0 0.0 0.0
H -2.5526 0.1049 -2.0406 0.0 0.0 0.0
N 1.5564 -1.5640 -2.2536 0.1 0.0 0.1
C 0.7377 -0.5799 -2.6530 -0.1 0.1 0.0
O 0.0975 0.1257 -1.8714 0.0 -0.1 0.1
C 0.6459 -0.3606 -4.1407 0.0 0.1 0.0
I -1.2683 -1.0308 -4.7891 0.0 -0.1 0.0
H 1.5300 -1.8709 -1.2897 -0.1 0.0 0.0
H 1.9885 -2.1794 -2.9220 0.0 0.0 0.0
H 1.3986 -0.8957 -4.7104 0.0 0.0 0.0
H 0.6874 0.7012 -4.3602 0.0 0.0 0.0
O 0.3891 -0.8908 1.1450 0.1 -0.1 0.2
C -0.0440 -2.1986 1.5028 0.0 0.0 0.1
C -1.5532 -2.0344 1.5178 0.0 0.0 -0.2
C -2.2590 -1.5081 0.3950 0.0 -0.2 0.3
C -3.6799 -1.5322 0.6415 0.0 0.0 -0.1
C -3.9802 -1.9252 1.8930 0.0 -0.1 0.0
S -2.5717 -2.3581 2.8090 -0.1 0.1 0.0
C 0.3918 -3.2303 0.4730 0.0 0.0 0.0
C 1.6459 -3.7771 0.4091 0.0 0.1 0.0
C 1.7888 -4.7173 -0.6426 0.0 0.0 0.0
C 0.6329 -4.8905 -1.3433 0.0 0.0 0.0
S -0.6312 -3.9246 -0.7323 0.0 0.1 0.0
C 0.5776 -2.5965 2.8285 -0.1 0.0 0.0
C 1.6220 -1.9868 3.4564 0.0 0.0 0.0
C 2.0503 -2.6861 4.6188 0.0 0.0 0.0
C 1.3325 -3.8190 4.8331 0.0 0.0 0.0
S 0.1475 -4.0616 3.6245 0.0 0.0 0.0
H -1.8425 -1.6050 -0.6035 0.0 0.1 0.0
H -4.4195 -1.2798 -0.1009 0.0 0.0 0.0
H -4.9552 -2.0188 2.3464 0.0 0.0 0.0
H 2.4253 -3.5330 1.1181 0.0 0.0 0.0
H 2.6991 -5.2599 -0.8514 0.0 0.0 0.0
H 0.4486 -5.5623 -2.1668 0.0 0.0 0.0
H 2.0729 -1.0724 3.0991 0.0 0.0 0.0
H 2.8536 -2.3588 5.2616 0.0 0.0 0.0
H 1.4314 -4.5292 5.6382 0.0 0.0 0.0

***

Values of ΔE to the lowest compared entry with this formula, charge and spin, in order: 0.0; 109.4, all in kJ/mol.